# C37H31F3O4S

2 unconnected molecules or ions with the total composition C37H31F3O4S at a distorted geometry (the ωB97M-V functional and the def2-TZVPD basis, the Open Molecules 2025 dataset).

The geometry in XYZ format:
```
76
C37H31F3O4S the ωB97M-V functional and the def2-TZVPD basis
S 0.58640 -3.02858 2.00692
F 0.62048 -2.26529 -5.50935
F 1.67464 -4.12523 -4.95918
F 2.79892 -2.25198 -5.20720
O -5.44945 -0.88506 -2.45315
O 1.52654 6.01027 -3.47407
O -0.74366 -2.67167 2.48189
O 0.82508 -4.37176 1.52187
C 2.88853 -3.57953 3.46023
C -1.28481 0.12683 3.85232
C -0.38850 0.69119 2.90743
C 0.98721 4.92019 -1.44466
C -0.04673 1.22646 0.50541
C 3.76297 -3.43100 4.53884
C 1.11132 -1.81017 0.88985
C -3.22471 -1.10556 -1.44962
C -0.10613 1.19438 5.67111
C -2.06513 -0.46752 -1.03557
C -0.69275 1.61767 -0.69374
C 0.51414 3.82148 -0.75870
C -5.70873 -2.28799 -2.21585
C 1.74242 -1.04923 -1.37157
C 0.22508 3.93556 -3.54876
C -2.93917 1.65160 -1.80637
C -1.88756 0.92675 -1.17732
C 3.43054 -2.57829 5.59767
C 0.63026 1.55217 3.38649
C -0.32581 2.88876 -2.82863
C -1.16562 0.40348 5.20972
C 0.63189 -3.34113 -2.51021
C -4.10211 1.04054 -2.20914
C 0.44610 -3.10493 -1.16331
C 0.90353 4.96850 -2.85866
C 1.10377 -2.00160 -0.51570
C -0.55658 0.40625 1.49915
C 1.63088 -2.77551 -4.73033
C -4.27059 -0.35311 -2.03405
C 1.32553 -2.07866 4.52068
C 1.69048 5.98075 -4.90966
C -0.17502 2.77479 -1.42555
C 1.40202 -2.46552 -3.27631
C 2.20765 -1.90007 5.58508
C 1.90964 -1.29259 -2.72282
C 1.67114 -2.89502 3.44424
C 0.78530 1.76563 4.75686
H -0.17306 -3.79326 -0.58369
H 2.22428 5.07663 -5.23641
H -3.32910 -2.18599 -1.31446
H 0.36477 -1.56894 4.51483
H 0.14872 3.96318 -4.63797
H -1.25175 -0.39892 1.26945
H 0.93418 1.67666 0.68573
H 0.19075 -4.21645 -2.97856
H 2.43517 -0.57683 -3.34909
H -6.67982 -2.45483 -2.68779
H 1.76214 -1.05766 1.33872
H 1.60124 2.39769 5.11123
H 1.46676 5.75588 -0.93757
H -2.84228 2.72868 -1.94271
H -1.89597 -0.00142 5.91343
H 3.14834 -4.22054 2.62198
H -4.94214 -2.92185 -2.68552
H 4.70861 -3.97434 4.54283
H -2.08649 -0.51540 3.49043
H 0.72073 6.05754 -5.42051
H 1.29242 2.04440 2.67515
H -1.26147 -1.06666 -0.60548
H 1.93977 -1.22472 6.40033
H -4.92304 1.60150 -2.65446
H 2.28984 6.86889 -5.11720
H 2.12246 -0.12124 -0.93585
H -0.87421 2.12044 -3.36934
H 0.63833 3.77937 0.32325
H 4.12938 -2.43133 6.42207
H -5.77249 -2.50047 -1.13848
H 0.01456 1.37374 6.73936
```

Calculated values
E_LUMO   -2.01 eV
Orbital gap   4.51 eV
Maximum force   2.00 eV Å⁻¹
Energy   -2427.16227 a.u.